[1]
DFT (the ωB97M-V functional and the def2-TZVPD basis) results for C23H67CrFIN5O8 as an isolated structure at a distorted geometry.

Positions of all 106 atoms, in Å:
Cr1 -1.562 1.291 -1.771
I1 -0.449 3.055 -3.626
F1 0.033 1.046 -0.403
C1 -1.458 -1.748 -4.915
C2 -1.838 -0.505 -4.226
C3 -3.288 -0.321 -3.801
O1 -3.315 0.889 -2.992
C4 -4.625 1.476 -3.174
N1 -0.967 -0.467 -3.069
H1 -1.704 -2.636 -4.333
H2 -0.412 -2.009 -5.073
H3 -2.024 -1.927 -5.830
H4 -1.550 0.250 -4.958
H5 -3.591 -1.115 -3.119
H6 -3.939 -0.344 -4.675
H7 -4.716 2.114 -4.052
H8 -4.683 2.008 -2.224
H9 -5.372 0.685 -3.224
H10 -0.986 -1.452 -2.846
H11 -0.073 -0.471 -3.538
C5 -0.124 2.052 3.134
C6 0.175 2.168 4.662
C7 -1.100 2.450 5.375
O2 -0.842 2.777 6.774
C8 -2.054 2.937 7.604
N2 0.623 0.828 5.107
H12 -0.978 1.390 2.995
H13 0.780 1.740 2.611
H14 -0.389 3.043 2.765
H15 0.862 3.009 4.756
H16 -1.689 1.535 5.446
H17 -1.757 3.180 4.903
H18 -2.622 2.008 7.566
H19 -2.773 3.684 7.267
H20 -1.705 3.241 8.592
H21 0.423 0.702 6.089
H22 1.550 0.491 4.894
C9 -3.563 3.444 1.354
C10 -2.786 2.445 0.503
C11 -3.130 1.073 0.742
O3 -2.482 0.155 -0.245
C12 -2.680 -1.214 0.057
N3 -2.862 2.912 -0.911
H23 -3.153 3.503 2.362
H24 -4.624 3.204 1.294
H25 -3.542 4.445 0.923
H26 -1.739 2.482 0.803
H27 -4.199 0.879 0.652
H28 -2.739 0.839 1.732
H29 -3.684 -1.551 -0.200
H30 -2.466 -1.313 1.122
H31 -1.858 -1.649 -0.511
H32 -3.839 3.090 -1.092
H33 -2.258 3.721 -0.921
C13 3.004 -3.784 -4.604
C14 1.747 -4.324 -3.786
C15 2.028 -5.565 -2.870
O4 0.754 -5.976 -2.249
C16 0.806 -7.303 -1.809
N4 1.226 -3.270 -2.942
H34 2.582 -2.914 -5.107
H35 3.453 -4.503 -5.288
H36 3.873 -3.500 -4.009
H37 0.960 -4.548 -4.507
H38 2.836 -5.295 -2.190
H39 2.471 -6.353 -3.480
H40 1.593 -7.297 -1.054
H41 1.228 -7.965 -2.565
H42 -0.158 -7.711 -1.504
H43 1.890 -3.151 -2.191
H44 0.409 -3.657 -2.491
C17 2.637 -1.013 2.975
C18 2.593 -0.339 1.600
C19 3.897 -0.654 0.889
O5 4.911 -0.065 1.664
C20 6.219 -0.193 1.013
N5 1.490 -1.023 0.932
H45 2.710 -2.098 2.907
H46 1.747 -0.869 3.588
H47 3.489 -0.718 3.588
H48 2.392 0.732 1.628
H49 3.894 -0.205 -0.104
H50 3.967 -1.731 0.737
H51 6.430 -1.199 0.649
H52 7.056 0.046 1.669
H53 6.274 0.562 0.229
H54 1.195 -0.269 0.328
H55 0.775 -1.072 1.643
C21 -1.021 6.280 -0.608
O6 -1.275 5.071 0.088
H56 -0.901 6.097 -1.676
H57 -1.806 7.012 -0.419
H58 -0.034 6.614 -0.290
H59 -0.450 4.697 0.404
C22 1.813 -4.279 0.830
O7 2.399 -3.534 -0.229
H60 1.501 -5.298 0.601
H61 2.315 -4.167 1.791
H62 0.903 -3.704 0.999
H63 2.172 -2.659 0.093
C23 2.210 3.780 -0.314
O8 1.126 3.547 0.432
H64 3.099 3.267 0.054
H65 2.059 3.487 -1.353
H66 2.362 4.859 -0.309
H67 0.887 2.633 0.263

**HOMO-LUMO gap (spin up / spin down)**: 0.2400 / 0.2808 Eh
**E_HOMO (spin up / spin down)**: -6.4 / -7.5 eV
**Spin multiplicity**: 5
**Expectation value of S²**: 6.01

***

[2]
DFT (the ωB97M-V functional and the def2-TZVPD basis) results for a 8-piece molecular cluster, C23H67N11O8 overall at a distorted geometry.

Positions of all 109 atoms, in Å:
C1 6.506 1.073 -4.671
O1 5.589 1.460 -3.916
N1 7.048 1.832 -5.573
N2 7.026 -0.102 -4.605
H1 6.554 2.713 -5.608
H2 7.106 1.092 -6.258
H3 7.818 -0.232 -5.218
H4 6.911 -0.646 -3.762
C2 -1.526 -5.041 1.640
O2 -1.564 -5.885 2.521
N3 -0.395 -4.467 1.110
N4 -2.607 -4.446 1.186
H5 -0.501 -3.868 0.304
H6 0.539 -4.643 1.450
H7 -3.403 -4.403 1.806
H8 -2.291 -3.575 0.783
C3 0.323 0.245 -2.271
O3 -0.747 -0.176 -1.902
N5 1.316 -0.451 -2.743
N6 0.807 1.479 -2.034
H9 1.161 -1.402 -3.046
H10 2.168 0.057 -2.932
H11 0.269 2.194 -1.565
H12 1.725 1.505 -2.453
C4 3.418 -5.236 -7.059
C5 2.197 -5.755 -7.877
C6 0.910 -5.291 -7.172
O4 0.922 -5.546 -5.753
C7 -0.338 -5.417 -5.172
N7 2.444 -5.433 -9.276
H13 3.303 -5.348 -5.981
H14 3.489 -4.152 -7.154
H15 4.404 -5.633 -7.298
H16 2.217 -6.845 -7.861
H17 0.065 -5.758 -7.677
H18 0.777 -4.209 -7.207
H19 -1.214 -5.803 -5.695
H20 -0.395 -4.351 -4.953
H21 -0.229 -5.821 -4.166
H22 2.397 -4.438 -9.442
H23 1.564 -5.749 -9.659
C8 -4.865 2.771 2.615
C9 -3.623 3.714 2.353
C10 -4.181 5.197 2.241
O5 -3.034 5.900 2.060
C11 -3.360 7.277 1.909
N8 -2.780 3.660 3.532
H24 -4.589 1.716 2.631
H25 -5.622 2.939 1.849
H26 -5.215 2.924 3.636
H27 -2.992 3.460 1.501
H28 -4.680 5.607 3.119
H29 -4.838 5.286 1.375
H30 -4.107 7.532 2.661
H31 -3.692 7.429 0.882
H32 -2.443 7.862 1.971
H33 -2.431 2.717 3.430
H34 -1.982 4.170 3.181
C12 5.844 6.758 7.458
C13 4.606 7.322 6.734
C14 3.804 6.392 5.911
O6 4.209 6.503 4.513
C15 3.548 5.498 3.734
N9 3.770 7.842 7.859
H35 5.592 5.831 7.972
H36 6.071 7.609 8.099
H37 6.763 6.678 6.876
H38 4.906 8.052 5.982
H39 2.725 6.510 6.014
H40 4.125 5.379 6.154
H41 3.769 5.724 2.690
H42 2.472 5.621 3.862
H43 3.740 4.528 4.191
H44 2.823 8.105 7.625
H45 3.523 6.989 8.340
C16 -7.544 -3.266 -3.088
C17 -8.143 -1.946 -2.518
C18 -8.374 -2.170 -1.052
O7 -9.193 -3.340 -0.804
C19 -10.571 -3.139 -1.132
N10 -7.275 -0.795 -2.838
H46 -6.690 -3.478 -2.445
H47 -7.246 -3.104 -4.124
H48 -8.215 -4.121 -3.175
H49 -9.122 -1.696 -2.927
H50 -8.721 -1.322 -0.462
H51 -7.388 -2.340 -0.618
H52 -10.825 -3.089 -2.190
H53 -10.975 -2.363 -0.482
H54 -11.102 -4.013 -0.753
H55 -6.421 -0.892 -2.307
H56 -7.772 0.051 -2.600
C20 2.616 -2.138 5.037
C21 3.181 -1.173 4.050
C22 4.320 -1.728 3.270
O8 4.014 -2.812 2.465
C23 5.038 -3.091 1.527
N11 2.097 -0.850 3.158
H57 3.307 -2.283 5.867
H58 2.310 -3.045 4.516
H59 1.731 -1.833 5.597
H60 3.370 -0.197 4.497
H61 5.071 -1.993 4.013
H62 4.782 -0.936 2.681
H63 4.809 -4.097 1.176
H64 6.064 -3.114 1.896
H65 4.983 -2.480 0.626
H66 2.466 -0.430 2.317
H67 1.800 -1.806 3.022

**HOMO-LUMO gap**: 0.3368 Eh
**E_HOMO**: -9.2 eV
**Structure (SMILES)**: COC[C@H](C)N.COC[C@H](C)N.COC[C@H](C)N.COC[C@H](C)N.COC[C@H](C)N.NC(N)=O.NC(N)=O.NC(N)=O
**Relative energy (zero: lowest compared OMol25 entry of this formula, charge and spin)**: 5.821 eV

***

E per entry: -3234.126689, -2120.564452 a.u.